(1)
This record from OMol25 describes C5H10N6O4 as an isolated structure. The level of theory is the ωB97M-V functional and the def2-TZVPD basis.

Values from the calculation:
net charge: 0
gap between HOMO and LUMO: 0.31299 hartree
energy relative to the best compared isomer or geometry (same formula, charge and spin): 29.1 kcal per mole
spin multiplicity: 1

CARTESIAN COORDINATES (ANGSTROEM)
1 C -0.83138 -1.14468 -0.42293
2 C 0.37055 -0.95524 0.54592
3 C 0.20365 0.99730 0.35842
4 C -1.26530 -2.59469 -0.58736
5 C -1.10164 2.17274 -1.54672
6 N -1.33904 -0.13222 -1.03849
7 N -0.87416 1.09589 -0.65247
8 N 0.39174 -1.48353 1.75796
9 N -0.00048 1.27743 1.71807
10 N 1.70497 -1.16549 -0.10882
11 N 1.40807 1.56869 -0.20416
12 O 1.77749 -1.22117 -1.30823
13 O 2.60668 -1.22748 0.69801
14 O 1.63242 1.44088 -1.37523
15 O 2.15076 2.15333 0.58625
16 H -0.30419 -3.08181 -0.85314
17 H -1.84571 -2.83107 -1.38188
18 H -1.64657 -3.03496 0.41161
19 H -0.33123 2.30995 -2.32353
20 H -2.08337 2.04399 -2.16600
21 H -1.35548 3.20999 -0.93358
22 H -0.38028 -1.52514 2.41868
23 H 1.27790 -1.42643 2.22817
24 H 0.82980 1.88050 2.18919
25 H -0.99519 1.67323 1.99026

(2)
This record from OMol25 describes C27H45Cl2IrPS as an isolated structure. The level of theory is the ωB97M-V functional and the def2-TZVPD basis.

Values from the calculation:
net charge: 0
gap between HOMO and LUMO (spin up / spin down): 0.17719 / 0.22531 hartree
spin multiplicity: 6
expectation value of S²: 8.810

CARTESIAN COORDINATES (ANGSTROEM)
1 P 0.07992 -0.73883 -0.37268
2 C 1.64195 -0.16547 -1.35901
3 C 1.89266 -0.60151 -2.81916
4 C 3.27126 -0.14875 -3.32021
5 C 3.53156 1.33830 -3.09959
6 C 3.16757 1.81192 -1.69129
7 C 1.76765 1.34373 -1.26169
8 C -1.34277 0.09307 -1.32687
9 C -1.23053 0.25272 -2.85547
10 C -2.53953 0.80280 -3.43926
11 C -2.96652 2.10006 -2.75801
12 C -2.93948 2.03906 -1.23031
13 C -1.65744 1.41875 -0.66272
14 C -0.09103 -2.42505 -1.20837
15 C 1.09487 -3.34613 -0.89955
16 C 0.99528 -4.69308 -1.63526
17 C -0.34593 -5.40394 -1.40537
18 C -1.54460 -4.47571 -1.61830
19 C -1.41295 -3.12605 -0.90136
20 H 2.37579 -0.65681 -0.70263
21 H 1.14147 -0.12997 -3.46642
22 H 1.78490 -1.68656 -2.96368
23 H 3.33444 -0.37385 -4.38956
24 H 4.05137 -0.74387 -2.83203
25 H 4.58383 1.56091 -3.30322
26 H 2.95350 1.91527 -3.83241
27 H 3.90847 1.44053 -0.97071
28 H 3.19645 2.90628 -1.64880
29 H 1.56086 1.69723 -0.24302
30 H 1.03782 1.80830 -1.93892
31 H -2.16308 -0.60624 -1.12316
32 H -3.32551 0.04125 -3.34100
33 H -0.96697 -0.69406 -3.35861
34 H -0.42745 0.97069 -3.08181
35 H -2.39798 0.97094 -4.51357
36 H -3.96744 2.37172 -3.10593
37 H -2.30325 2.90518 -3.09410
38 H -3.04432 3.04956 -0.82503
39 H -3.79794 1.45893 -0.87079
40 H -1.75453 1.26842 0.41948
41 H -0.82137 2.11146 -0.81520
42 H -0.07918 -2.13412 -2.27198
43 H 2.05058 -2.86916 -1.15576
44 H 1.10387 -3.53158 0.18479
45 H 1.14271 -4.55044 -2.71694
46 H 1.81646 -5.33030 -1.28881
47 H -0.36889 -5.82261 -0.38875
48 H -0.42464 -6.26646 -2.07887
49 H -2.45624 -4.96128 -1.25907
50 H -1.67988 -4.32065 -2.69739
51 H -2.26672 -2.50030 -1.18545
52 H -1.47410 -3.26714 0.18560
53 Ir 0.04655 -0.31593 2.32227
54 Cl -2.05889 -1.11366 1.86786
55 Cl 2.22892 0.26313 2.12945
56 C -0.53462 1.06325 3.52917
57 H -1.03306 0.67414 4.43780
58 C -0.53184 2.50063 3.40136
59 C -1.13370 3.42644 4.33668
60 C -1.26248 4.77506 4.00657
61 C -0.77836 5.29444 2.77208
62 C -0.12690 4.39726 1.90795
63 C 0.02632 3.05299 2.21554
64 H -1.52131 3.07675 5.28721
65 H -1.76439 5.48363 4.68668
66 H 0.26127 4.77855 0.95637
67 H 0.54373 2.36701 1.56136
68 H -0.90264 6.34271 2.51778
69 C -0.59333 -1.64658 5.60740
70 S 0.80467 -1.37988 4.48588
71 C 1.68735 -0.21613 5.58509
72 H -1.53343 -1.66469 5.04599
73 H -0.62023 -0.78860 6.27788
74 H -0.41415 -2.55840 6.18280
75 H 0.94587 0.13239 6.31617
76 H 2.54123 -0.68320 6.11170
77 H 2.02849 0.63155 4.98919

(3)
This record from OMol25 describes one molecule with the formula C5H7N3. The level of theory is the ωB97M-V functional and the def2-TZVPD basis.

Values from the calculation:
net charge: 0
SMILES: C=Cn1ccnc1N
gap between HOMO and LUMO: 0.32284 hartree
energy relative to the best compared isomer or geometry (same formula, charge and spin): 107.4 kcal per mole
spin multiplicity: 1

CARTESIAN COORDINATES (ANGSTROEM)
1 C -1.07214 -0.73065 -0.14427
2 C 0.76900 -1.89621 -0.54576
3 C 1.08322 -0.57940 -0.35048
4 C 0.14528 1.38199 0.27640
5 C 1.43409 1.93142 0.54770
6 H -3.17197 -0.02741 -0.60489
7 H -2.62475 -1.33154 0.71320
8 H 1.50152 -2.73124 -0.90190
9 H 2.02740 -0.06738 -0.02109
10 H -0.87807 1.83676 0.28084
11 H 2.38067 1.62070 0.24969
12 H 1.25872 2.84853 0.97726
13 N -2.32596 -0.36717 0.18776
14 N -0.55880 -1.89992 -0.63904
15 N 0.03178 0.01152 -0.02542

Question: What is the net charge in the second record?
Answer: 0

Question: What is the formula in the third record?
Answer: C5H7N3

Question: The highest spin multiplicity belongs to which entry?
Answer: C27H45Cl2IrPS